Entry from the OMol25 dataset: a molecular structure, C40H36KNO5S5Sb at a distorted geometry (ωB97M-V/def2-TZVPD).

Computed properties:
**Largest force on an atom**: 1.90 eV/Å
**Relative energy (zero: lowest compared OMol25 entry of this formula, charge and spin)**: 4.8 kcal per mole
**Total charge**: -2
**HOMO-LUMO gap (alpha / beta)**: 4.2 / 6.1 eV
**DFT total energy**: -4808.105765 Eh
**<S²>**: 0.769
**Multiplicity**: 2

Atoms and positions in Å:
K1 2.18683 1.42574 1.87670
C1 -6.59899 1.57174 0.63447
C2 -5.18346 1.22824 1.01396
C3 -4.90907 0.11250 1.80075
C4 -3.60275 -0.24433 2.10047
C5 -2.55192 0.51076 1.60178
C6 -2.80468 1.64132 0.84469
C7 -4.11694 1.99179 0.55457
S1 -0.85672 -0.01631 1.94814
O1 -0.06030 1.12980 1.32596
C8 -0.73101 -1.46653 1.01569
C9 -0.48153 -2.59592 1.81044
C10 -0.52265 -3.86001 1.28698
C11 -0.78855 -4.05779 -0.11394
C12 -0.80776 -5.33456 -0.67822
C13 -0.99830 -5.54343 -2.03964
C14 -1.16283 -4.44032 -2.87207
C15 -1.15900 -3.15876 -2.34234
C16 -1.00261 -2.91743 -0.95723
C17 -0.99175 -1.60714 -0.39356
C18 -1.17663 -0.41750 -1.26197
C19 -2.44271 -0.15869 -1.90901
C20 -3.56277 -1.00379 -1.67872
C21 -4.76846 -0.75059 -2.25893
C22 -4.93288 0.37745 -3.10523
C23 -3.88396 1.21950 -3.31622
C24 -2.61768 0.98256 -2.71433
C25 -1.54663 1.90756 -2.86679
C26 -0.36114 1.68199 -2.24342
C27 -0.18934 0.50908 -1.47145
S2 1.41867 0.26998 -0.70504
O2 2.04563 1.64258 -0.54411
C28 2.22060 -0.42928 -2.14626
C29 2.02766 -1.76995 -2.43665
C30 2.64088 -2.31113 -3.55639
C31 3.46398 -1.53940 -4.37121
C32 4.14674 -2.14450 -5.56957
C33 3.66265 -0.20255 -4.03814
C34 3.04833 0.35912 -2.92701
H1 -7.31358 1.10989 1.31718
H2 -6.82239 1.21761 -0.37548
H3 -6.76828 2.64983 0.64589
H4 -5.73116 -0.48593 2.17928
H5 -3.39555 -1.12459 2.69891
H6 -1.96811 2.23027 0.49116
H7 -4.31086 2.86414 -0.06082
H8 -0.24797 -2.44335 2.85931
H9 -0.31891 -4.72216 1.91000
H10 -0.64958 -6.17970 -0.01533
H11 -1.00116 -6.54822 -2.44463
H12 -1.28287 -4.57446 -3.94093
H13 -1.26225 -2.31437 -3.01314
H14 -3.43308 -1.84907 -1.01654
H15 -5.60944 -1.40498 -2.06293
H16 -5.89247 0.57470 -3.56844
H17 -3.99936 2.09903 -3.94097
H18 -1.69884 2.79759 -3.46738
H19 0.46433 2.38003 -2.30809
H20 1.40878 -2.38708 -1.79781
H21 2.48192 -3.35800 -3.79014
H22 3.78287 -3.15429 -5.76021
H23 5.22806 -2.20582 -5.42588
H24 3.97256 -1.54968 -6.46887
H25 4.31343 0.40945 -4.65457
H26 3.20671 1.39254 -2.64732
S3 4.54938 1.10867 7.09380
Sb1 3.69215 0.76092 5.03900
S4 1.78237 -0.47722 4.89052
S5 5.07464 0.39064 3.26204
C35 3.56394 4.93379 2.32406
C36 2.50507 4.78565 3.41345
C37 2.73213 5.79115 4.53293
O3 1.21679 4.99010 2.85312
C38 2.57250 3.35687 3.97178
O4 3.64024 2.99909 4.57092
O5 1.61157 2.60249 3.77748
H27 3.63701 5.98091 2.02080
H28 3.29253 4.35682 1.43769
H29 4.53449 4.59090 2.68309
H30 2.71548 6.80008 4.11430
H31 3.69255 5.61393 5.01682
H32 1.94348 5.70960 5.28154
H33 0.75493 4.14080 2.97624
C39 3.67159 -2.93798 3.13002
C40 3.29376 -2.42635 1.81108
N1 3.02407 -1.97078 0.79317
H34 4.47042 -2.29714 3.50622
H35 3.99866 -3.97377 3.04848
H36 2.82845 -2.84434 3.81200

Here are the Mulliken charges for atoms 1 to 6, given in e: K 0.8438; C -1.4442; C 1.0354; C -0.8211; C -0.6381; C 0.2603

***

Entry from the OMol25 dataset: a molecular structure, C40H37AsIrN5O2SSe (ωB97M-V/def2-TZVPD).

Computed properties:
**Largest force on an atom**: 0.42 eV/Å
**Relative energy (zero: lowest compared OMol25 entry of this formula, charge and spin)**: 0.0 kcal per mole
**Total charge**: +2
**HOMO-LUMO gap (alpha / beta)**: 7.7 / 5.4 eV
**DFT total energy**: -7109.920814 Eh
**<S²>**: 6.024
**Multiplicity**: 5

Atoms and positions in Å:
Ir1 -0.68293 0.74372 -0.27941
O1 1.85736 -0.09620 0.22458
N1 3.15927 -0.11026 0.28106
C1 3.76103 -0.46401 1.43495
C2 5.13578 -0.52160 1.51890
C3 5.90852 -0.21642 0.40999
C4 5.26736 0.14189 -0.76700
C5 3.89209 0.18672 -0.81139
H1 3.08200 -0.70306 2.24070
H2 5.58819 -0.81110 2.45637
H3 6.98655 -0.25967 0.45987
H4 5.82551 0.38563 -1.65899
H5 3.30991 0.44170 -1.68489
N2 1.08440 1.55769 6.71379
C6 0.31384 0.69378 6.01912
O2 -0.14222 -0.33673 6.46224
C7 0.05722 1.03270 4.57077
C8 -1.20911 0.78884 4.05438
C9 -1.41124 0.93199 2.70113
N3 -0.42314 1.26003 1.85146
C10 0.78198 1.54911 2.35566
C11 1.05480 1.46258 3.70921
H6 1.23822 1.36805 7.69223
H7 1.29535 2.47736 6.36868
H8 -2.00939 0.45838 4.70177
H9 -2.38432 0.74544 2.26239
H10 1.53971 1.83024 1.64050
H11 2.05194 1.68125 4.06664
C12 -2.75902 -0.67871 -3.17372
N4 -3.11287 0.72516 -3.33935
C13 -3.34212 1.35002 -4.54499
C14 -3.63398 2.64065 -4.27239
N5 -3.57361 2.78935 -2.90503
C15 -3.87188 4.02157 -2.17890
C16 -3.25062 1.61537 -2.34425
Se1 -3.10495 1.29765 -0.49525
H12 -2.97933 -1.20256 -4.09961
H13 -3.33623 -1.11336 -2.36152
H14 -1.69568 -0.76967 -2.94672
H15 -3.28478 0.82461 -5.48049
H16 -3.88447 3.45730 -4.92416
H17 -4.09412 4.79620 -2.90658
H18 -3.01170 4.31625 -1.57949
H19 -4.73390 3.87278 -1.53238
S1 0.40435 2.22478 -1.63583
C17 -0.16419 3.84587 -1.35297
C18 -0.80151 4.24007 -0.16866
C19 -1.21981 5.54991 -0.01814
C20 -1.01382 6.47225 -1.03900
C21 -0.37390 6.08777 -2.21353
C22 0.05830 4.78483 -2.37214
H20 -0.95309 3.52393 0.62797
H21 -1.70277 5.85692 0.89943
H22 -1.34148 7.49530 -0.91446
H23 -0.20207 6.81001 -2.99943
H24 0.56673 4.47943 -3.27712
C23 -4.03741 -4.43333 -1.05989
C24 -2.86154 -4.70356 -1.74520
C25 -1.73263 -3.92341 -1.52970
C26 -1.79191 -2.86569 -0.62875
C27 -2.97147 -2.59317 0.05764
C28 -4.09205 -3.38160 -0.15349
As1 -0.24785 -1.76100 -0.29232
C29 0.59079 -2.46747 1.28197
C30 0.17048 -2.36363 2.59408
C31 0.95272 -2.92162 3.59967
C32 2.12514 -3.59088 3.26895
C33 2.53261 -3.70345 1.94512
C34 1.77164 -3.12961 0.93397
C35 2.10657 -3.12094 -0.50955
C36 3.24282 -3.67844 -1.08156
C37 3.44894 -3.57919 -2.45146
C38 2.53239 -2.92407 -3.26350
C39 1.39243 -2.35872 -2.70454
C40 1.18966 -2.46594 -1.34083
H25 -4.91184 -5.04709 -1.22650
H26 -2.81744 -5.52886 -2.44238
H27 -0.81271 -4.14624 -2.05617
H28 -3.02332 -1.76451 0.75537
H29 -5.00604 -3.17800 0.38793
H30 -0.75609 -1.86547 2.84704
H31 0.63903 -2.84127 4.63233
H32 2.72384 -4.03872 4.05046
H33 3.44452 -4.23707 1.71027
H34 3.96909 -4.19567 -0.46829
H35 4.33232 -4.02173 -2.89106
H36 2.70382 -2.85719 -4.32904
H37 0.67731 -1.84421 -3.33651

Here are the Mulliken charges for atoms 1 to 6, given in e: Ir 2.4494; O -0.0836; N -0.1678; C -0.0804; C -1.1525; C -0.2622